# 1
ORCA calculation (ωB97M-V with the def2-TZVPD basis set) on a cluster of 2 separate species, C5H14N2 in total at a distorted geometry.

ORCA input file:
```
! RIJCOSX wB97M-V def2-TZVPD def2/J DEFGRID3
* xyz 0 1
C 0.249 -0.188 1.713
N 0.064 -1.638 1.513
C -1.376 -1.904 1.597
C 0.660 -2.049 0.240
H -0.176 0.113 2.669
H -0.149 0.425 0.882
H 1.320 0.015 1.826
H -1.515 -2.895 1.184
H -1.684 -1.843 2.643
H -1.989 -1.170 0.975
H 0.895 -3.101 0.304
H 1.545 -1.458 0.040
H -0.035 -1.837 -0.580
C -0.099 1.821 -3.100
N 0.328 2.781 -2.356
C 0.584 2.557 -0.938
H -0.336 2.003 -4.153
H -0.236 0.812 -2.692
H 1.634 2.811 -0.704
H 0.369 1.512 -0.718
H -0.053 3.234 -0.347
*
```

Computed properties:
- Lowest unoccupied orbital energy: 0.9 eV
- Strongest force on any atom: 2.17 eV Å⁻¹
- Gap between HOMO and LUMO: 9.573 eV
- SMILES: CN(C)C.C=NC
- Energy relative to the best compared isomer or geometry (same formula, charge and spin): 49.9 kcal/mol


# 2
ORCA calculation (ωB97M-V with the def2-TZVPD basis set) on a cluster of 2 separate species, C3H8ClIN3 in total at a distorted geometry.

ORCA input file:
```
! RIJCOSX wB97M-V def2-TZVPD def2/J DEFGRID3
* xyz 1 1
C 0.432 1.280 0.943
C 0.737 -0.696 -0.016
C 0.283 -0.253 -1.384
N -0.410 1.437 1.858
N -1.185 -0.245 -1.475
N -0.078 -1.489 0.662
Cl 1.749 2.337 0.913
I 1.443 -1.787 -2.699
H 1.822 -0.574 0.221
H 0.672 0.731 -1.605
H -0.458 2.195 2.470
H -1.777 -1.057 -1.941
H -1.455 0.508 -2.134
H 0.455 -1.927 1.388
H -1.087 -1.220 0.650
H -1.143 0.760 2.148
*
```

Computed properties:
- Lowest unoccupied orbital energy: -4.1 eV
- Strongest force on any atom: 3.24 eV Å⁻¹
- Gap between HOMO and LUMO: 8.845 eV
- Energy relative to the best compared isomer or geometry (same formula, charge and spin): 45.5 kcal/mol


# 3
ORCA calculation (ωB97M-V with the def2-TZVPD basis set) on a cluster of 5 separate species, C26H39F4O15P2Si in total at a distorted geometry.

ORCA input file:
```
! RIJCOSX wB97M-V def2-TZVPD def2/J DEFGRID3
* xyz -1 1
C 0.276 1.224 2.607
Si 0.777 -0.505 3.370
C -0.610 -0.879 4.711
C 2.402 -0.286 4.342
P 0.677 -2.154 1.938
C 2.563 -2.458 1.698
C 2.913 -4.025 1.227
C 2.427 -4.403 -0.277
C 2.806 -3.331 -1.452
C 4.155 -2.369 -1.460
C 4.432 -1.332 -2.698
C 3.347 -1.308 -3.926
C 1.996 -2.254 -3.983
C 1.720 -3.258 -2.724
O 0.474 -3.468 3.117
C -0.620 -4.222 2.419
C -1.784 -3.066 2.105
P -2.966 -3.267 3.622
O -3.833 -1.946 3.905
O -1.062 -1.782 1.943
H -0.771 1.178 2.079
H 1.135 1.471 1.817
H 0.335 2.063 3.445
H -0.399 -0.213 5.659
H -1.655 -0.560 4.293
H -0.564 -2.011 5.067
H 2.691 -1.313 4.835
H 3.257 0.202 3.705
H 2.187 0.458 5.245
H 0.316 -2.934 0.778
H 0.861 -1.090 0.942
H 3.209 -2.307 2.662
H 2.918 -1.656 0.921
H 4.104 -4.086 1.258
H 2.513 -4.804 2.026
H 1.271 -4.589 -0.279
H 2.929 -5.439 -0.572
H 4.881 -2.438 -0.517
H 5.413 -0.657 -2.638
H 3.504 -0.569 -4.831
H 1.213 -2.255 -4.880
H 0.742 -3.937 -2.739
H -0.279 -4.900 1.505
H -1.207 -4.938 3.167
H -2.425 -3.177 1.130
H -3.948 -4.328 3.383
H -2.170 -3.666 4.772
C -4.315 2.480 2.015
C -4.224 3.119 0.672
O -4.090 4.490 0.967
C -3.464 4.533 2.177
O -2.931 5.529 2.637
O -3.501 3.320 2.809
F -5.371 2.943 -0.023
H -5.334 2.478 2.416
H -3.936 1.454 2.015
H -3.370 2.785 0.073
C 2.560 -4.282 -7.680
C 2.651 -3.644 -9.024
O 2.786 -2.272 -8.728
C 3.411 -2.229 -7.519
O 3.944 -1.234 -7.058
O 3.374 -3.442 -6.886
F 1.504 -3.819 -9.719
H 1.541 -4.284 -7.279
H 2.939 -5.308 -7.680
H 3.505 -3.977 -9.623
C -6.262 4.463 -2.766
C -5.224 5.464 -3.141
O -5.863 6.251 -4.120
C -7.188 6.203 -3.805
O -8.025 6.971 -4.247
O -7.463 5.192 -2.925
F -4.156 4.861 -3.710
H -6.274 3.595 -3.434
H -6.149 4.112 -1.737
H -4.895 6.101 -2.313
C 2.516 5.771 2.947
C 1.430 4.891 3.466
O 2.116 3.729 3.875
C 3.359 4.158 4.231
O 4.148 3.500 4.890
O 3.614 5.419 3.764
F 0.570 4.553 2.479
H 2.763 5.566 1.900
H 2.275 6.833 3.050
H 0.879 5.311 4.314
*
```

Computed properties:
- Lowest unoccupied orbital energy: 1.9 eV
- Strongest force on any atom: 5.79 eV Å⁻¹
- Gap between HOMO and LUMO: 5.756 eV


# 4
ORCA calculation (ωB97M-V with the def2-TZVPD basis set) on a cluster of 2 separate species, C4H5N3O in total at a distorted geometry.

ORCA input file:
```
! RIJCOSX wB97M-V def2-TZVPD def2/J DEFGRID3
* xyz 0 1
C 2.138 -0.397 -0.268
C 1.883 -1.725 -0.646
C 0.003 -0.616 -0.356
C -1.369 -0.354 -0.257
N 0.966 0.236 -0.157
N -2.358 -1.031 -0.405
N -1.341 1.627 0.450
O 0.533 -1.855 -0.631
H 2.994 0.097 -0.382
H 2.477 -2.545 -0.667
H -3.304 -0.549 -0.236
H -2.059 1.582 1.289
H -1.883 1.982 -0.345
*
```

Computed properties:
- Lowest unoccupied orbital energy: 0.1 eV
- Strongest force on any atom: 5.28 eV Å⁻¹
- Gap between HOMO and LUMO: 9.131 eV
- Energy relative to the best compared isomer or geometry (same formula, charge and spin): 114.6 kcal/mol


# 5
ORCA calculation (ωB97M-V with the def2-TZVPD basis set) on an isolated molecule of C9H11NOS at a distorted geometry.

ORCA input file:
```
! RIJCOSX wB97M-V def2-TZVPD def2/J DEFGRID3
* xyz 0 1
O 3.647 0.167 1.725
C 2.800 -0.131 0.941
C 2.654 -1.638 0.396
S 1.173 -2.470 0.956
N 1.719 0.655 0.489
C 0.877 0.542 -0.752
C -0.525 0.857 -0.428
C -1.345 1.148 -1.508
C -2.725 0.795 -1.276
C -3.383 0.384 -0.049
C -2.452 0.494 0.969
C -1.103 0.560 0.818
H 3.457 -2.278 0.839
H 2.957 -1.890 -0.606
H 0.103 -1.406 0.770
H 1.695 1.633 0.944
H 1.264 1.178 -1.672
H 1.014 -0.514 -1.039
H -0.962 0.725 -2.475
H -3.090 0.658 -2.372
H -4.496 -0.021 -0.205
H -2.898 0.337 1.948
H -0.380 0.214 1.588
*
```

Computed properties:
- Lowest unoccupied orbital energy: 0.5 eV
- Strongest force on any atom: 4.91 eV Å⁻¹
- Gap between HOMO and LUMO: 9.478 eV
- SMILES: O=C(CS)NCc1ccccc1
- Energy relative to the best compared isomer or geometry (same formula, charge and spin): 75.2 kcal/mol


# 6
ORCA calculation (ωB97M-V with the def2-TZVPD basis set) on an isolated molecule of H5N2OP at a distorted geometry.

ORCA input file:
```
! RIJCOSX wB97M-V def2-TZVPD def2/J DEFGRID3
* xyz 0 1
N -0.528 -1.294 0.231
P 0.579 -0.157 -0.281
N -0.218 1.239 0.174
O 1.957 -0.292 0.180
H -1.289 -0.774 0.727
H 0.002 -1.928 0.776
H 0.348 -0.225 -1.782
H -1.162 1.324 -0.241
H 0.310 2.107 0.214
*
```

Computed properties:
- Lowest unoccupied orbital energy: 0.9 eV
- Strongest force on any atom: 2.72 eV Å⁻¹
- Gap between HOMO and LUMO: 11.425 eV
- SMILES: N[PH](N)=O
- Energy relative to the best compared isomer or geometry (same formula, charge and spin): 4.2 kcal/mol


# 7
ORCA calculation (ωB97M-V with the def2-TZVPD basis set) on a structure of composition C37H37F3N7O2RbS at a distorted geometry.

ORCA input file:
```
! RIJCOSX wB97M-V def2-TZVPD def2/J DEFGRID3
* xyz -2 1
Rb 0.356 -0.060 0.562
O -1.844 2.392 -5.379
C -2.641 3.068 -4.498
C -3.651 3.897 -4.977
C -4.432 4.642 -4.105
C -4.181 4.582 -2.746
C -3.173 3.750 -2.272
C -2.408 2.964 -3.119
C -1.325 2.080 -2.535
O -0.464 2.602 -1.779
N -1.423 0.834 -2.939
N -0.564 -0.074 -2.441
C -0.279 -1.003 -3.272
C 0.613 -2.118 -2.978
C 0.834 -3.077 -3.975
C 1.710 -4.119 -3.740
C 2.360 -4.187 -2.518
C 2.089 -3.195 -1.584
N 1.237 -2.194 -1.794
H -2.168 2.561 -6.268
H -3.817 3.961 -6.050
H -5.234 5.258 -4.496
H -4.756 5.175 -2.045
H -2.994 3.691 -1.204
H -0.693 -0.963 -4.281
H 0.318 -2.986 -4.923
H 1.886 -4.875 -4.497
H 3.051 -4.986 -2.287
H 2.577 -3.202 -0.613
S -1.866 4.399 1.950
C -0.247 4.263 1.496
N 0.659 3.806 2.369
C 2.040 3.442 2.063
C 2.292 3.439 0.567
C 1.612 4.651 -0.040
N 0.188 4.679 0.272
H 0.274 3.449 3.235
H 2.248 2.459 2.489
H 2.708 4.165 2.544
H 1.902 2.534 0.097
H 3.367 3.450 0.391
H 1.713 4.654 -1.123
H 2.067 5.567 0.355
H -0.392 4.348 -0.495
F -1.887 0.553 3.912
C -0.473 0.758 3.685
F 0.050 -0.205 4.545
F -0.277 1.922 4.472
C -5.235 -1.107 2.798
C -4.164 -1.643 1.907
C -4.153 -2.664 0.976
C -2.849 -2.660 0.430
N -2.127 -1.703 0.989
N -2.935 -1.100 1.875
C -2.261 -3.512 -0.650
H -5.963 -1.882 3.035
H -5.759 -0.277 2.318
H -4.804 -0.731 3.728
H -4.970 -3.326 0.733
H -2.569 -0.361 2.477
H -2.803 -4.453 -0.747
H -1.213 -3.722 -0.434
H -2.299 -2.985 -1.607
C 1.446 -7.272 1.303
C 0.382 -6.479 1.708
C 0.552 -5.113 1.891
C 1.788 -4.495 1.674
C 2.853 -5.313 1.274
C 2.686 -6.675 1.088
C 1.937 -3.036 1.843
C 3.075 -2.390 1.607
C 3.590 -1.092 1.658
C 4.099 -0.549 2.880
C 4.824 0.622 2.907
C 5.096 1.342 1.740
C 4.593 0.849 0.538
C 3.854 -0.318 0.484
H 1.311 -8.336 1.144
H -0.593 -6.927 1.873
H -0.290 -4.499 2.198
H 3.814 -4.838 1.108
H 3.525 -7.282 0.764
H 1.007 -2.536 2.144
H 3.914 -1.103 3.792
H 5.191 0.994 3.859
H 5.669 2.261 1.774
H 4.797 1.380 -0.386
H 3.529 -0.706 -0.476
*
```

Computed properties:
- Lowest unoccupied orbital energy: 3.9 eV
- Strongest force on any atom: 1.24 eV Å⁻¹
- Gap between HOMO and LUMO: 4.918 eV
- Energy relative to the best compared isomer or geometry (same formula, charge and spin): 34.4 kcal/mol